# 1
C40H114N6O22 | wB97M-V/def2-TZVPD

```
182
Properties=species:S:1:pos:R:3
C 0.859 1.337 -3.464
C 1.198 2.232 -4.608
O 2.181 3.214 -4.276
O 1.986 0.468 -3.230
H -0.097 0.784 -3.598
H 0.747 1.985 -2.578
H 0.347 2.822 -4.876
H 1.493 1.657 -5.446
H 2.896 2.788 -3.755
H 2.454 0.787 -2.450
C 4.022 -4.104 1.174
C 3.193 -4.579 2.313
O 2.077 -3.671 2.641
O 3.206 -4.102 -0.035
H 4.859 -4.806 0.945
H 4.362 -3.130 1.376
H 3.832 -4.655 3.226
H 2.763 -5.548 2.053
H 1.926 -2.888 2.084
H 2.371 -4.324 0.282
C 0.565 1.569 3.660
C -0.573 1.657 2.601
O -1.593 0.723 2.870
O 1.337 0.443 3.387
H 0.010 1.528 4.615
H 1.125 2.516 3.686
H -0.200 1.597 1.598
H -1.012 2.718 2.585
H -1.379 -0.030 2.311
H 2.260 0.519 3.730
C 4.098 2.207 -0.331
C 5.068 1.128 -0.684
O 4.671 -0.111 -0.189
O 2.934 2.101 -1.178
H 4.585 3.191 -0.488
H 3.830 2.224 0.723
H 6.002 1.445 -0.238
H 5.239 1.207 -1.785
H 4.121 -0.568 -0.874
H 2.437 3.037 -1.226
C 6.007 0.111 2.943
C 4.571 0.394 2.772
O 3.943 0.378 4.051
O 6.473 1.160 3.899
H 6.662 0.148 2.069
H 6.192 -0.766 3.536
H 4.213 -0.385 2.073
H 4.487 1.392 2.268
H 4.434 1.042 4.525
H 7.279 0.810 4.316
C -1.912 -3.343 -4.760
C -1.526 -2.272 -3.840
O -0.120 -2.106 -3.787
O -1.219 -3.234 -5.958
H -3.000 -3.284 -4.836
H -1.753 -4.401 -4.490
H -1.890 -2.462 -2.847
H -2.051 -1.341 -4.102
H 0.149 -2.310 -4.727
H -1.580 -2.466 -6.419
C 1.040 -0.828 0.364
C -0.204 -1.497 -0.125
O -1.217 -1.323 0.814
O 1.498 -1.369 1.581
H 0.750 0.209 0.516
H 1.829 -0.762 -0.421
H -0.050 -2.550 -0.378
H -0.524 -0.940 -1.009
H -1.256 -2.102 1.349
H 1.321 -0.630 2.267
C 0.003 -2.771 6.288
C 1.465 -3.328 6.379
O 1.721 -4.226 5.233
O -0.894 -3.837 6.499
H -0.265 -2.205 5.364
H -0.232 -2.080 7.084
H 1.579 -3.935 7.260
H 2.275 -2.548 6.386
H 2.015 -3.608 4.534
H -0.629 -4.614 6.068
C -6.454 0.688 3.551
C -6.031 -0.798 3.730
C -4.761 -0.864 4.515
O -4.128 -2.098 4.365
C -3.142 -2.343 5.294
N -7.082 -1.530 4.420
H -6.456 1.096 4.535
H -7.473 0.743 3.173
H -5.800 1.160 2.877
H -5.929 -1.278 2.803
H -5.008 -0.653 5.522
H -4.205 -0.024 4.212
H -3.600 -2.515 6.332
H -2.334 -1.620 5.308
H -2.870 -3.378 5.106
H -7.211 -1.372 5.396
H -6.993 -2.501 4.204
C -4.752 4.437 -0.740
C -4.488 3.877 0.718
C -3.529 2.703 0.657
O -4.114 1.674 -0.090
C -3.686 0.336 0.235
N -3.875 4.831 1.703
H -3.857 4.957 -1.075
H -5.566 5.185 -0.710
H -5.168 3.641 -1.409
H -5.408 3.514 1.140
H -3.362 2.357 1.734
H -2.575 2.980 0.158
H -4.626 -0.296 0.250
H -3.178 0.366 1.171
H -3.111 -0.059 -0.526
H -3.154 5.379 1.242
H -4.517 5.485 2.046
C 0.409 4.568 0.404
C 0.280 4.618 -1.151
C -0.515 5.871 -1.582
O -0.009 7.027 -1.078
C -0.450 8.178 -1.730
N 1.636 4.519 -1.615
H 0.926 5.541 0.666
H 0.970 3.688 0.701
H -0.542 4.559 0.909
H -0.233 3.786 -1.600
H -1.607 5.703 -1.317
H -0.631 5.979 -2.675
H -0.024 9.121 -1.421
H -1.537 8.287 -1.564
H -0.406 8.117 -2.845
H 1.697 4.382 -2.626
H 2.194 5.248 -1.258
C 5.042 -1.210 -3.970
C 4.557 -2.375 -3.080
C 5.528 -3.068 -2.165
O 6.780 -3.317 -2.787
C 7.878 -3.183 -1.911
N 3.515 -1.909 -2.160
H 5.844 -1.512 -4.720
H 5.461 -0.436 -3.272
H 4.126 -0.814 -4.418
H 4.246 -3.105 -3.830
H 5.118 -4.096 -1.842
H 5.644 -2.401 -1.254
H 7.914 -2.101 -1.534
H 8.754 -3.524 -2.485
H 7.918 -3.809 -1.036
H 2.651 -1.551 -2.610
H 3.227 -2.631 -1.542
C -3.138 -4.871 2.218
C -1.605 -4.969 2.040
C -1.367 -5.176 0.553
O 0.029 -4.983 0.247
C 0.307 -5.349 -1.065
N -1.047 -3.699 2.474
H -3.434 -4.411 3.150
H -3.622 -5.781 2.084
H -3.547 -4.263 1.400
H -1.175 -5.835 2.558
H -2.137 -4.455 0.080
H -1.686 -6.142 0.132
H -0.119 -6.323 -1.245
H 1.392 -5.415 -1.177
H -0.084 -4.580 -1.787
H -1.510 -3.376 3.338
H -0.031 -3.789 2.551
C -3.622 4.913 -6.364
C -3.037 3.619 -5.975
C -4.057 2.838 -5.149
O -3.555 1.639 -4.546
C -2.913 1.853 -3.297
N -2.672 2.736 -7.130
H -4.583 4.870 -6.849
H -2.854 5.499 -6.927
H -3.790 5.519 -5.474
H -2.162 3.742 -5.345
H -4.863 2.639 -5.833
H -4.421 3.447 -4.268
H -3.508 2.194 -2.474
H -1.994 2.501 -3.452
H -2.581 0.891 -2.928
H -2.507 1.838 -6.690
H -1.809 2.957 -7.591
```

The charge is 0. Its orbital gap is 9.030 eV. The value obtained for the HOMO energy is -8.6 eV. As for the relative energy (zero: lowest compared OMol25 entry of this formula, charge and spin): 1.238 eV. The LUMO energy comes out at 0.4 eV.

---

# 2
C40H115N7O14 | wB97M-V/def2-TZVPD

```
176
Properties=species:S:1:pos:R:3
C 2.815 2.095 -5.282
C 2.287 2.994 -4.170
C 3.417 3.607 -3.350
O 4.215 2.642 -2.850
C 5.371 3.148 -2.202
N 1.429 4.050 -4.710
H 3.246 2.664 -6.117
H 1.979 1.549 -5.765
H 3.631 1.410 -4.898
H 1.661 2.358 -3.512
H 2.993 4.129 -2.498
H 3.985 4.306 -3.943
H 5.158 3.781 -1.332
H 5.917 3.708 -2.901
H 6.013 2.283 -1.962
H 0.576 3.619 -5.022
H 1.852 4.452 -5.494
C 0.706 2.458 3.993
C -0.078 1.284 4.619
C -1.525 1.261 4.004
O -2.270 0.076 4.441
C -3.609 0.030 4.001
N 0.616 -0.041 4.407
H 1.740 2.461 4.351
H 0.202 3.482 4.110
H 0.722 2.418 2.863
H -0.128 1.423 5.731
H -1.355 1.210 2.900
H -2.190 2.096 4.221
H -3.710 -0.305 2.981
H -4.046 1.014 4.148
H -4.278 -0.622 4.519
H -0.045 -0.780 4.743
H 0.688 -0.144 3.417
C 4.935 -3.975 3.683
C 3.533 -3.314 3.755
C 3.623 -1.785 3.983
O 4.587 -1.206 3.008
C 4.514 0.229 3.034
N 2.883 -3.542 2.476
H 4.857 -4.983 3.181
H 5.431 -4.130 4.637
H 5.576 -3.276 3.101
H 2.871 -3.768 4.435
H 3.995 -1.541 4.988
H 2.590 -1.392 3.788
H 3.562 0.626 2.679
H 5.260 0.611 2.322
H 4.650 0.629 4.048
H 2.409 -4.422 2.494
H 3.489 -3.535 1.649
C 1.952 -4.323 -2.206
C 2.044 -5.438 -1.168
C 1.660 -6.807 -1.658
O 1.937 -7.788 -0.733
C 1.475 -9.019 -1.186
N 3.423 -5.493 -0.597
H 0.912 -4.003 -2.347
H 2.280 -4.770 -3.206
H 2.507 -3.402 -1.907
H 1.408 -5.165 -0.303
H 2.250 -6.921 -2.627
H 0.614 -6.819 -1.914
H 1.735 -9.286 -2.206
H 0.410 -9.003 -1.166
H 1.836 -9.662 -0.399
H 4.075 -5.791 -1.338
H 3.429 -6.240 0.110
C -3.896 9.166 3.767
C -3.052 8.515 2.635
C -3.128 7.007 2.702
O -2.738 6.515 3.973
C -2.901 5.144 3.999
N -3.479 8.998 1.330
H -4.960 9.154 3.601
H -3.604 10.248 3.860
H -3.627 8.732 4.747
H -2.026 8.893 2.760
H -2.490 6.571 1.965
H -4.189 6.753 2.544
H -3.930 4.820 3.754
H -2.681 4.833 4.970
H -2.159 4.652 3.300
H -2.890 8.713 0.552
H -4.383 8.641 1.162
C -5.097 -2.907 1.055
C -4.714 -3.182 -0.387
C -3.976 -4.496 -0.492
O -2.799 -4.450 0.349
C -1.746 -5.183 -0.257
N -5.897 -3.151 -1.253
H -6.098 -2.448 1.171
H -4.443 -2.228 1.675
H -5.244 -3.892 1.522
H -4.042 -2.379 -0.785
H -3.677 -4.716 -1.547
H -4.640 -5.340 -0.112
H -1.366 -4.528 -1.022
H -2.117 -6.139 -0.629
H -0.981 -5.357 0.521
H -6.774 -3.252 -0.742
H -6.038 -2.303 -1.828
C 1.421 3.301 -0.302
C 1.346 1.869 -0.784
C 1.380 0.870 0.435
O 1.172 -0.418 -0.115
C 1.076 -1.425 0.951
N 0.204 1.540 -1.645
H 1.065 4.078 -1.005
H 2.467 3.583 0.056
H 0.745 3.469 0.586
H 2.213 1.729 -1.410
H 0.592 1.276 1.112
H 2.304 0.954 1.037
H 0.241 -1.094 1.520
H 2.017 -1.485 1.451
H 0.961 -2.421 0.442
H -0.568 2.118 -1.265
H -0.101 0.575 -1.628
O -1.913 -2.189 -1.282
H -1.680 -2.188 -0.350
H -1.116 -1.852 -1.734
C 5.063 -1.841 -0.804
C 4.493 -0.470 -1.090
O 3.804 -0.516 -2.325
H 5.801 -2.188 -1.532
H 4.280 -2.574 -0.759
H 5.460 -1.723 0.229
H 5.392 0.244 -1.062
H 3.819 -0.130 -0.270
H 3.836 0.383 -2.664
C -2.295 0.661 -5.783
C -1.883 1.427 -4.541
O -0.612 2.036 -4.593
H -2.561 1.284 -6.622
H -3.199 0.054 -5.596
H -1.551 -0.044 -6.043
H -1.954 0.757 -3.688
H -2.665 2.223 -4.466
H -0.328 2.271 -3.716
C -2.363 4.194 -2.391
C -1.422 5.393 -2.508
O -1.293 5.907 -1.151
H -2.033 3.549 -1.587
H -2.572 3.724 -3.333
H -3.389 4.604 -2.058
H -1.905 6.100 -3.230
H -0.373 5.081 -2.848
H -0.590 6.585 -1.156
C -0.402 -2.498 -4.597
C 0.631 -1.532 -4.067
O 0.368 -1.390 -2.684
H -1.356 -1.961 -4.578
H -0.484 -3.361 -3.987
H -0.122 -2.772 -5.621
H 0.645 -0.633 -4.634
H 1.601 -2.003 -4.191
H 1.210 -1.371 -2.181
C -0.179 -4.642 3.821
C -0.915 -3.353 3.552
O -1.087 -3.141 2.164
H 0.194 -4.754 4.830
H 0.553 -4.771 2.983
H -0.747 -5.569 3.608
H -0.439 -2.491 3.933
H -1.918 -3.407 4.036
H -1.980 -3.373 1.908
C -4.439 1.437 -0.379
C -3.173 1.443 0.542
O -2.781 0.102 0.789
H -4.809 2.453 -0.836
H -5.296 1.042 0.183
H -4.270 0.805 -1.261
H -3.437 1.896 1.493
H -2.397 2.009 0.077
H -2.669 -0.260 -0.101
```

The charge is 0. Its orbital gap is 9.207 eV. The value obtained for the HOMO energy is -8.7 eV. As for the relative energy (zero: lowest compared OMol25 entry of this formula, charge and spin): 0.000 eV. The LUMO energy comes out at 0.5 eV.

---

# 3
C40H27IN4PRhSe2 | wB97M-V/def2-TZVPD

```
76
Properties=species:S:1:pos:R:3
Rh 0.463 -0.165 -1.610
I 3.212 -0.527 -1.462
C 4.079 -0.027 0.425
C 5.438 0.085 0.309
C 6.245 0.281 1.437
C 5.658 0.326 2.664
C 4.254 0.230 2.806
C 3.721 0.278 4.112
C 2.377 0.212 4.329
C 1.524 0.129 3.227
C 1.987 0.067 1.927
P 0.560 0.028 0.769
C -0.387 1.505 1.222
C -1.780 1.512 1.104
C -2.496 2.663 1.391
C -1.830 3.821 1.770
C -0.444 3.828 1.855
C 0.279 2.680 1.573
C -0.360 -1.446 1.290
C 0.053 -2.635 0.681
C -0.567 -3.833 0.991
C -1.621 -3.846 1.895
C -2.035 -2.667 2.501
C -1.402 -1.467 2.212
C 3.392 0.081 1.665
H 5.907 0.002 -0.663
H 7.316 0.366 1.317
H 6.256 0.440 3.559
H 4.412 0.368 4.940
H 1.970 0.234 5.330
H 0.457 0.125 3.410
H -2.299 0.607 0.814
H -3.577 2.653 1.328
H -2.391 4.715 2.010
H 0.075 4.728 2.157
H 1.360 2.690 1.643
H 0.872 -2.615 -0.033
H -0.230 -4.752 0.529
H -2.122 -4.776 2.127
H -2.860 -2.680 3.201
H -1.727 -0.560 2.705
Se -4.794 5.598 -1.975
N -4.963 3.854 -2.049
C -3.760 3.335 -2.036
C -3.487 1.915 -2.055
C -4.498 0.951 -2.096
C -4.153 -0.381 -2.048
C -2.807 -0.718 -1.945
N -1.840 0.185 -1.933
C -2.152 1.491 -2.008
C -1.055 2.454 -2.042
N 0.206 1.984 -2.126
C 1.223 2.836 -2.185
C 1.049 4.214 -2.147
C -0.228 4.719 -2.051
C -1.307 3.832 -2.007
C -2.681 4.281 -1.969
N -3.041 5.541 -1.922
H -5.528 1.276 -2.161
H -4.903 -1.159 -2.075
H -2.506 -1.757 -1.863
H 2.216 2.416 -2.280
H 1.910 4.865 -2.206
H -0.425 5.782 -2.021
Se 0.094 -2.017 -3.306
C 0.220 -3.773 -2.613
C -0.881 -4.626 -2.713
C -0.781 -5.922 -2.239
C 0.413 -6.373 -1.686
C 1.514 -5.527 -1.610
C 1.421 -4.223 -2.060
H -1.802 -4.278 -3.162
H -1.626 -6.591 -2.321
H 0.490 -7.390 -1.327
H 2.451 -5.892 -1.209
H 2.276 -3.561 -2.008
```

The charge is +2. As for the expectation value of S²: 6.02. Its orbital gap (alpha / beta) is 7.288 / 5.403 eV. The value obtained for the HOMO energy (alpha / beta) is -12.9 / -13.3 eV. Its spin multiplicity is 5. The LUMO energy (alpha / beta) comes out at -5.6 / -7.9 eV.

---

The E results, record by record, are as follows: -3575.9477; -3029.4004; -7311.4671 hartree.